21
Properties=species:S:1:pos:R:3:forces:R:3 method="wB97M-V/def2-TZVPD" gap_ev=8.77 e_above_lowest_ev=1.270 smiles=NCCCSS.O.O homo_ev=-8.15 lumo_energy_ha=0.0227
N -0.85704 0.59581 -1.62089 0.4814 -1.0869 -0.6458
C -1.65165 -0.47749 -1.00317 1.3268 1.2805 1.5547
C -1.82721 -0.12276 0.50732 -1.5937 -1.0052 0.1446
C -0.61089 -0.60215 1.28224 1.8415 -0.1555 -0.5177
S -0.70330 -2.04227 2.38778 -0.5551 0.3149 0.5041
S -1.09076 -3.74789 1.26197 1.0266 -0.1585 0.3507
H -1.36776 1.45387 -1.58440 -0.0788 0.5226 0.0953
H 0.06330 0.71902 -1.20500 -0.3096 0.0308 0.0255
H -1.07948 -1.41256 -0.98687 -0.3888 0.0266 -0.7773
H -2.56953 -0.50429 -1.55044 -0.6402 -0.4991 -0.1706
H -2.73469 -0.57205 0.96399 0.3475 -0.0902 -0.3291
H -2.05326 0.93706 0.53962 0.4606 0.3351 0.3590
H -0.05884 0.09816 1.93901 -0.7086 0.0214 -0.2522
H 0.15588 -0.86242 0.52768 -0.0616 0.1208 0.3763
H -1.90017 -3.16991 0.42748 -1.0559 0.3767 -0.7162
O 2.15278 3.25661 -1.45398 -1.0088 -1.0101 0.3426
H 2.29213 3.00649 -2.37947 0.5454 0.9028 0.5821
H 2.62449 4.00009 -1.08091 0.4189 0.0898 -0.9203
O 3.41321 -0.11583 0.79261 0.2729 -0.1003 0.1784
H 3.83205 0.46830 1.43796 -0.1330 -0.0655 -0.1516
H 3.97074 -0.90578 0.79745 -0.1874 0.1492 -0.0324


34
Properties=species:S:1:pos:R:3:forces:R:3 method="wB97M-V/def2-TZVPD" gap_ev="3.48 / 3.48" homo_ev="-5.55 / -5.55" lumo_energy_ha="-0.0762 / -0.0762"
C 1.75208 -0.06129 -1.30723 0.7412 -1.0138 0.1573
C 2.27192 -0.36462 0.00107 0.5380 -1.2360 -1.1953
C 1.74786 -1.65132 0.39393 0.2085 0.4057 -0.7980
H 3.05512 0.17466 0.53200 -0.5124 -0.0394 -0.1843
C 0.88442 -2.11427 -0.64865 0.3334 0.5167 0.2634
C 0.84603 -1.12301 -1.68006 1.1182 -0.1313 0.1052
H 0.32476 -1.20520 -2.62794 -0.0083 0.1727 0.2047
H 2.04497 0.77661 -1.93063 -0.3111 -0.0486 0.1965
H 2.05447 -2.20352 1.28880 -0.4017 0.3554 -0.3503
H 0.37320 -3.08023 -0.66275 0.0334 0.5028 0.0443
Zr -0.03968 0.10158 0.14675 -1.4900 1.3954 0.1445
Br -0.51136 2.37048 -0.69567 0.2248 -0.5161 0.1922
C -2.66999 2.82271 -3.19867 0.5188 -0.4173 -0.7002
C -2.41359 1.88995 -4.24451 0.2106 0.6527 0.8022
C -1.12561 2.18757 -4.79736 0.0568 0.6192 0.8356
H -3.08471 1.09959 -4.57537 0.1466 0.1970 0.0690
C -0.58907 3.30416 -4.09133 -0.7305 -0.4437 0.0618
C -1.54713 3.71131 -3.10937 0.1926 -0.8200 -0.6279
H -1.44590 4.55435 -2.43283 -0.0747 -0.0804 -0.1632
H -3.55348 2.85968 -2.56803 0.0710 0.0270 -0.1834
H -0.64681 1.66397 -5.62342 -0.1269 0.1411 0.1897
H 0.37597 3.77544 -4.26084 -0.2124 -0.0798 -0.0551
F -0.50333 -3.83026 5.39182 0.2748 0.6562 -0.7178
C -0.17106 -2.78198 4.61316 0.0002 -0.1916 0.1793
C -0.90992 -2.49242 3.45782 -0.4705 -0.8379 0.2987
F -1.90788 -3.31469 3.06546 0.7873 0.6936 0.3072
C -0.58825 -1.35788 2.74517 0.2774 0.1220 -0.0771
F -1.29945 -1.14960 1.49782 0.5490 -0.0662 1.6405
C 0.42722 -0.47381 3.13396 0.1774 -0.2431 -0.1575
S 0.83878 0.99705 2.28904 -0.5803 0.3974 -0.0076
C 1.20109 -0.82005 4.25629 -0.1610 0.3004 0.0029
F 2.19630 0.01659 4.64515 -0.9323 -1.0744 -0.3045
C 0.91966 -1.97454 4.97245 0.3159 -0.0790 0.5121
F 1.69339 -2.30703 6.02397 -0.7637 0.1631 -0.6851


21
Properties=species:S:1:pos:R:3:forces:R:3 method="wB97M-V/def2-TZVPD" gap_ev="2.51 / 8.04" e_above_lowest_ev=1.526 homo_ev="1.12 / -4.48" total_charge=-1 lumo_energy_ha="0.1332 / 0.1307" spin_multiplicity=2 s2=0.750
C -1.53933 -1.63611 -1.09672 -0.7195 0.0639 -0.4732
C -0.10930 -1.93760 -0.64952 0.6872 0.1463 0.2668
C 0.36018 -1.03423 0.55836 -1.9952 0.1659 -1.6866
N 0.37157 0.35342 0.13216 0.9093 0.4600 0.1658
C 1.40987 1.32383 -0.13859 0.8156 -1.2068 0.2267
N 2.77823 0.80825 0.06083 -1.6224 1.4184 -0.3599
H -2.31381 -1.90381 -0.36775 0.3256 -0.0490 0.1257
H -1.76162 -0.59027 -1.36236 0.5025 -0.1085 0.3256
H -1.81587 -2.15450 -2.02648 0.2556 -0.2370 0.1902
H 0.57264 -1.72538 -1.48313 -0.0342 -0.1130 0.0558
H 0.01489 -3.01206 -0.40747 -0.2224 0.3650 -0.0270
H -0.52459 -0.98983 1.18431 0.1204 -0.8581 1.0110
H 1.21596 -1.50397 1.06519 -0.0774 0.8664 -0.1626
H -0.47306 0.70909 -0.28336 -0.4557 -0.4892 0.5138
H 1.30843 2.17253 0.54367 -0.4003 0.2623 -0.4034
H 1.25058 1.56041 -1.20671 0.6387 0.7348 0.4471
H 2.85292 0.17263 0.82753 0.6264 -0.4153 -0.3570
H 3.30074 0.83517 -0.78713 0.5941 -0.9565 0.2236
H -2.42623 2.62323 2.54137 0.1582 -0.0753 0.1226
H -2.59081 3.06483 1.12585 0.2323 -0.0015 -0.1535
O -1.88141 2.86437 1.76994 -0.3388 0.0270 -0.0513


42
Properties=species:S:1:pos:R:3:forces:R:3 method="wB97M-V/def2-TZVPD" gap_ev=6.43 e_above_lowest_ev=0.667 homo_ev=-4.87 total_charge=-1 lumo_energy_ha=0.0573
Au 0.36549 0.17912 -0.07336 0.0520 0.2279 -0.1808
S 3.27438 1.07715 0.05328 0.2494 0.2741 0.0220
C 2.18493 2.34202 0.10645 -0.1450 -0.0416 0.0234
N 0.84594 2.22603 0.13586 0.4206 -0.5211 -0.0683
C 0.19576 3.44155 0.14267 -0.1952 -0.0725 0.0122
C -1.18171 3.63335 0.16269 -0.0694 -0.0191 -0.0012
C -1.69168 4.92026 0.14532 0.0140 0.0012 0.0044
C -0.84434 6.02701 0.11252 0.0434 -0.0131 0.0024
C 0.53206 5.84993 0.10481 -0.0575 -0.0096 0.0117
C 1.03994 4.56021 0.12443 0.0699 0.0195 -0.0094
S 2.69480 4.02526 0.11189 0.0043 -0.0097 -0.0084
H -1.83613 2.77314 0.18786 0.0233 -0.0200 -0.0384
H -2.76444 5.06724 0.15371 -0.0022 -0.0020 0.0041
H -1.25835 7.02666 0.09141 -0.0031 0.0012 0.0065
H 1.20031 6.70139 0.07913 -0.0033 0.0052 0.0068
Se -3.71678 0.64103 0.34639 0.0316 0.1015 0.0291
N -2.45510 -0.58670 0.52916 -0.2165 -0.2034 0.0688
C -3.03792 -1.75660 0.33644 -0.0006 -0.0132 0.0362
C -2.36107 -3.02324 0.39100 0.0046 0.0829 -0.0204
C -3.07928 -4.14322 0.15618 -0.0380 -0.0405 -0.0064
C -4.48841 -4.10152 -0.13641 0.0606 -0.0176 0.0038
C -5.17258 -2.93737 -0.18709 0.0118 0.0495 -0.0122
C -4.46169 -1.71429 0.05090 -0.0153 0.0062 -0.0468
N -5.01495 -0.51739 0.01380 -0.0512 -0.0851 -0.0153
H -1.29451 -3.04122 0.56800 0.0079 0.0035 0.0022
H -2.57859 -5.10267 0.17133 0.0017 0.0010 -0.0098
H -5.00231 -5.03460 -0.33282 -0.0091 -0.0008 0.0224
H -6.22854 -2.89311 -0.41636 -0.0045 -0.0009 0.0117
I 2.36193 -1.25284 -7.18303 0.0415 -0.0109 0.0247
C 1.93434 -1.73280 -5.18721 -0.0062 0.0173 -0.0535
C 1.86840 -0.72329 -4.24357 -0.0054 -0.0306 0.0390
C 1.51751 -1.04277 -2.93736 0.0479 -0.0087 0.0520
C 1.23824 -2.35308 -2.57047 -0.0696 0.0167 -0.0397
C 1.36025 -3.35334 -3.53184 0.0137 -0.0096 -0.0136
C 1.70014 -3.05513 -4.84183 0.0022 0.0152 0.0332
C 0.76698 -2.77797 -1.18296 0.0535 -0.0434 -0.0689
O 0.74831 -3.98305 -0.94306 -0.0308 0.0015 0.0190
O 0.36495 -1.89658 -0.34588 -0.1639 0.3263 0.1916
H 2.08476 0.30171 -4.51146 -0.0110 0.0031 -0.0034
H 1.48535 -0.25373 -2.19667 -0.0008 0.0196 -0.0204
H 1.17837 -4.37406 -3.22465 -0.0344 0.0017 -0.0067
H 1.77953 -3.83913 -5.58261 -0.0210 -0.0016 -0.0035


50
Properties=species:S:1:pos:R:3:forces:R:3 method="wB97M-V/def2-TZVPD" gap_ev="5.77 / 6.17" e_above_lowest_ev=0.000 homo_ev="-12.90 / -14.00" total_charge=+2 lumo_energy_ha="-0.2619 / -0.2876" spin_multiplicity=5 s2=6.021
Pd -0.94726 -0.33809 0.47506 0.8045 -0.0580 -0.9995
C 4.28895 1.16200 1.50012 0.1725 0.3417 -0.4339
N 3.11051 0.25188 1.45906 1.7212 0.6872 0.3649
C 3.05936 -0.97839 2.04841 1.3485 -0.0712 0.1941
C 1.78676 -1.39113 1.90511 -0.8931 -0.3257 0.0414
N 1.05257 -0.42757 1.28455 -0.0456 0.3907 -0.6278
C 1.88759 0.57974 1.01721 -0.0069 -0.6728 0.0701
P 1.56604 2.11212 0.12620 -0.8042 0.1209 0.0795
C -0.00823 2.49495 1.00274 1.0337 1.3012 0.1526
N -0.99335 1.70564 1.29376 -1.8060 -0.2212 0.1761
C -1.96092 2.45915 1.97941 1.5599 -1.3436 0.1101
C -1.42767 3.67365 2.21318 -0.3242 1.2262 -0.5824
N -0.22810 3.72658 1.53379 -0.3211 -0.2071 0.4318
C 0.65407 4.86681 1.47640 2.0300 -0.5137 -0.4489
C 0.77954 1.38803 -1.33659 -0.8173 -0.6384 -0.9844
N -0.29111 0.58724 -1.35538 0.5253 0.0411 0.3281
C -0.50645 0.20921 -2.65319 -0.2159 -0.5404 0.6276
C 0.46187 0.74109 -3.45070 -0.0509 0.2682 -0.1353
N 1.21786 1.51632 -2.61115 0.1310 -0.0894 0.4168
C 2.24290 2.43084 -3.00726 2.9034 -1.0372 -0.0524
H 4.05837 1.98585 2.17750 0.1623 -0.1568 0.0787
H 4.51623 1.61403 0.51473 -0.4031 -0.4666 0.3851
H 5.22103 0.66337 1.81888 -0.8149 -0.1069 0.0139
H 3.94032 -1.46293 2.50407 -0.7556 0.4665 -0.4018
H 1.35463 -2.31671 2.19497 -0.2395 -0.4850 0.1951
H -2.82682 2.00525 2.40721 -0.4454 -0.1211 -0.0622
H -1.89063 4.53925 2.69399 0.4840 -0.3602 -0.1698
H 1.63117 4.56480 0.97537 -1.4384 0.4286 0.3398
H 0.97720 5.14419 2.46808 -0.2783 0.2856 0.3823
H 0.20887 5.69113 0.94918 -0.1686 0.3082 -0.1460
H -1.32866 -0.45673 -2.84045 0.0699 -0.0909 -0.4178
H 0.70302 0.62469 -4.51517 -0.3086 0.2373 0.7054
H 2.43391 2.32229 -4.06295 0.0783 -0.3500 -0.3497
H 3.25603 2.18619 -2.47793 -1.9443 0.7109 -0.8054
H 1.93593 3.43866 -2.92094 -0.2144 1.0780 0.6674
Se -3.38670 -0.54357 0.32370 0.4885 -0.4148 0.7795
Se -5.53486 0.08530 3.10650 0.0733 0.1735 0.7196
Se -4.58881 0.43523 5.03938 -0.2518 -0.0899 -0.5442
Se -2.29421 -1.38388 2.08907 -1.0725 0.0548 -0.1628
S -0.22332 -2.82486 -0.48901 0.5083 0.1775 0.1217
C -1.31604 -3.90433 -1.11358 -1.0037 -1.4099 -0.5388
N -1.11669 -5.21764 -1.39734 -0.5102 0.7550 0.0320
C -2.34307 -6.03166 -1.55150 0.0980 0.4369 0.2625
C -3.32762 -5.10773 -2.19978 -1.0184 0.2136 -0.0165
S -2.99732 -3.48828 -1.47217 0.6614 0.0845 0.0705
H -0.27296 -5.70846 -1.16556 0.4753 0.2774 0.1749
H -2.68541 -6.26317 -0.53525 0.0091 -0.4181 -0.2594
H -2.22439 -6.91553 -2.18308 0.4237 0.0651 0.3880
H -4.35818 -5.36895 -1.96032 0.0639 -0.0830 0.0917
H -3.26593 -5.07585 -3.27831 0.3270 0.1412 -0.2618


For reference, total energy by record: -1123.6676; -4134.1622; -345.4457; -4715.4012; -11837.7332 Ha.
For reference, max |F| by record: 2.41; 2.05; 2.62; 0.67; 3.08 eV/A.